16
Properties=species:S:1:pos:R:3:forces:R:3 method="wB97M-V/def2-TZVPD" e_lumo_ev=1.2589 de_lowest_kj_mol=93.9 total_charge=0 smiles="C=CC/C=C/C" homo_energy_ev=-9.2 max_force_ha_per_bohr=0.005
C -2.0547 -0.7153 1.4685 -0.1 -0.1 0.0
C -0.9030 -0.1990 0.6477 0.1 -0.1 -0.2
C 2.2939 1.0731 -0.0414 -0.1 0.0 -0.1
C 1.2648 1.0543 -0.8831 0.1 0.0 0.1
C 0.6082 -0.2039 -1.3875 0.0 0.0 0.0
C -0.5934 -0.6355 -0.5715 -0.1 0.0 0.2
H -2.4489 0.0533 2.1458 0.1 -0.2 -0.2
H -2.8768 -1.0693 0.8336 0.2 0.0 0.1
H -1.7298 -1.5588 2.0949 -0.1 0.2 -0.1
H -0.2639 0.5523 1.1121 -0.1 -0.1 -0.1
H 2.7230 2.0003 0.3297 -0.1 -0.1 -0.1
H 2.7404 0.1490 0.3210 0.0 0.1 -0.1
H 0.8227 1.9971 -1.2069 0.1 -0.1 0.1
H 1.3394 -1.0254 -1.3995 -0.1 0.1 0.0
H 0.2970 -0.0673 -2.4322 0.0 0.0 0.2
H -1.2189 -1.4049 -1.0313 0.1 0.2 0.1

=====

16
Properties=species:S:1:pos:R:3:forces:R:3 method="wB97M-V/def2-TZVPD" e_lumo_ev="-0.2615 / -0.0177" de_lowest_kj_mol=441.7 total_charge=0 homo_energy_ev="-7.2 / -8.1" max_force_ha_per_bohr=0.030
C 2.7485 0.1017 0.5418 0.3 0.6 0.6
C 1.8275 -0.7104 -0.2778 1.5 -0.3 0.3
C 0.4585 -0.6955 -0.1227 -1.2 0.2 -0.1
C -0.5630 -0.7318 0.7722 0.8 0.3 -1.1
C -1.9172 -0.1421 0.5858 -0.4 -0.3 0.7
C -2.2493 0.6397 -0.6703 0.4 0.0 -0.3
H 2.2986 1.0910 0.5947 0.1 0.3 0.2
H 2.8567 -0.2224 1.5769 -0.3 -0.3 0.2
H 3.7634 0.2456 0.1768 -0.1 -0.3 -0.4
H 0.2603 -0.4774 -1.1935 -1.2 -0.6 0.0
H 2.2324 -1.1505 -1.1885 -0.2 0.2 0.1
H -2.0985 0.5038 1.4565 0.1 -0.1 0.0
H -2.6571 -0.9453 0.7108 0.1 0.0 0.1
H -2.1297 -0.0101 -1.5413 -0.1 0.2 -0.1
H -3.2749 1.0267 -0.6532 0.2 -0.1 0.0
H -1.5561 1.4770 -0.7681 -0.1 0.1 -0.1